This record from the Open Molecules 2025 dataset describes C3H4N2O2S in the gas phase in a non-equilibrium geometry. The level of theory is ωB97M-V/def2-TZVPD.

Values from the calculation:
M = 132.14 g/mol
lowest unoccupied orbital energy = -0.00021 hartree
structure (SMILES) = O=[N+]([O-])[C@@H]1CC=NS1
2S+1 = 1

Each line ends with the natural charge from an NBO analysis.
Geometry (Å):
O -2.442 -1.396 -0.416  -0.37
N -1.601 -0.696 0.119  0.50
O -1.491 -0.638 1.315  -0.37
C -0.651 0.031 -0.731  -0.30
C 0.934 -0.441 -0.146  -0.46
C 1.319 0.778 0.640  0.09
N 0.558 1.813 0.709  -0.54
S -0.794 1.778 -0.234  0.49
H -0.721 -0.145 -1.826  0.26
H 1.631 -0.443 -1.039  0.24
H 0.994 -1.374 0.549  0.27
H 2.262 0.732 1.061  0.19